No. 1
{
  "formula": "C5H12OSi",
  "method": "ωB97M-V/def2-TZVPD",
  "multiplicity": 1,
  "smiles": "CC/C(C)=[SiH]\\OC",
  "lumo_energy_ev": 0.541,
  "homo_lumo_gap_ev": 8.03,
  "symbols": ["C", "C", "C", "C", "Si", "O", "C", "H", "H", "H", "H", "H", "H", "H", "H", "H", "H", "H", "H"],
  "xyz": [[1.029, -2.428, 0.600], [0.129, -1.195, 0.494], [0.694, 0.223, 0.103], [1.697, 0.613, 1.190], [0.013, 1.720, -0.627], [-1.222, 1.965, -1.711], [-2.481, 1.374, -1.738], [1.548, -2.373, 1.490], [0.357, -3.314, 0.594], [1.647, -2.564, -0.405], [-0.305, -1.192, 1.514], [-0.639, -1.431, -0.293], [1.192, 0.163, 2.081], [1.864, 1.592, 1.242], [2.678, 0.067, 1.166], [0.310, 3.081, -0.283], [-2.593, 1.243, -2.871], [-3.305, 2.046, -1.472], [-2.612, 0.411, -1.074]]
}


No. 2
{
  "formula": "C19H40InO6",
  "method": "ωB97M-V/def2-TZVPD",
  "charge": -1,
  "multiplicity": 1,
  "lumo_energy_ev": 2.168,
  "homo_lumo_gap_ev": 6.70,
  "symbols": ["C", "In", "C", "C", "O", "O", "H", "H", "H", "H", "H", "H", "H", "H", "C", "C", "C", "O", "C", "H", "H", "H", "H", "H", "H", "H", "H", "C", "C", "C", "O", "C", "H", "H", "H", "H", "H", "H", "H", "H", "C", "C", "C", "O", "C", "H", "H", "H", "H", "H", "H", "H", "H", "C", "C", "C", "O", "C", "H", "H", "H", "H", "H", "H", "H", "H"],
  "xyz": [[1.363, 3.369, 0.576], [0.230, 5.278, 0.689], [-1.875, 4.841, -0.013], [-2.750, 4.241, 1.007], [-3.245, 4.791, 1.965], [-3.014, 2.891, 0.863], [0.698, 2.566, 0.232], [2.192, 3.453, -0.134], [1.754, 3.071, 1.556], [0.918, 6.447, -0.471], [0.286, 5.999, 2.308], [-2.312, 5.789, -0.338], [-1.773, 4.181, -0.883], [-2.549, 2.562, 0.083], [-1.797, -2.079, -0.051], [-2.778, -1.516, 0.977], [-2.042, -0.269, 1.452], [-1.282, 0.189, 0.333], [-1.262, -0.804, -0.689], [-2.252, -2.752, -0.779], [-0.986, -2.617, 0.443], [-3.719, -1.239, 0.493], [-3.005, -2.201, 1.794], [-1.356, -0.504, 2.274], [-2.706, 0.533, 1.772], [-1.902, -0.479, -1.518], [-0.243, -0.911, -1.061], [6.191, 7.288, -0.629], [5.181, 8.333, -0.158], [3.864, 7.723, -0.629], [4.047, 6.312, -0.576], [5.417, 5.996, -0.384], [7.141, 7.319, -0.094], [6.394, 7.413, -1.696], [5.194, 8.404, 0.932], [5.353, 9.329, -0.567], [3.637, 8.016, -1.661], [3.009, 7.982, -0.007], [5.566, 5.639, 0.643], [5.694, 5.192, -1.068], [2.678, -5.102, -0.310], [1.608, -6.149, -0.618], [0.357, -5.285, -0.708], [0.786, -4.017, -1.207], [2.209, -3.925, -1.156], [3.690, -5.421, -0.558], [2.653, -4.839, 0.750], [1.811, -6.627, -1.579], [1.524, -6.927, 0.140], [-0.104, -5.148, 0.276], [-0.402, -5.688, -1.379], [2.608, -3.985, -2.175], [2.484, -2.957, -0.736], [-4.555, -4.746, 0.459], [-5.021, -6.037, -0.214], [-3.697, -6.633, -0.676], [-2.721, -6.220, 0.279], [-3.261, -5.199, 1.121], [-5.270, -4.339, 1.172], [-4.348, -3.979, -0.291], [-5.499, -6.693, 0.516], [-5.717, -5.874, -1.036], [-3.416, -6.248, -1.663], [-3.705, -7.723, -0.720], [-3.449, -5.618, 2.116], [-2.527, -4.399, 1.213]]
}


No. 3
{
  "formula": "C4H6O2",
  "method": "ωB97M-V/def2-TZVPD",
  "multiplicity": 1,
  "lumo_energy_ev": -0.035,
  "homo_lumo_gap_ev": 9.77,
  "symbols": ["O", "C", "C", "C", "C", "O", "H", "H", "H", "H", "H", "H"],
  "xyz": [[-0.641, 1.616, -1.078], [0.205, 0.807, -0.330], [-0.342, 0.525, 1.007], [0.610, -1.338, 0.448], [0.186, -0.640, -0.734], [-0.461, -1.060, -1.668], [-1.218, 0.961, -1.516], [1.221, 1.207, -0.249], [-0.045, 1.251, 1.769], [-1.399, 0.289, 1.070], [0.249, -2.366, 0.499], [1.634, -1.252, 0.780]]
}


So what do the calculations give for relative energy (zero: lowest compared OMol25 entry of this formula, charge and spin)? Going down the list: 3.516 0.000 3.331 eV.
So what do the calculations give for highest occupied orbital energy? Going down the list: -7.49 -4.53 -9.81 eV.
So what do the calculations give for E? Going down the list: -562.3303 -1389.4386 -306.3839 Eh.